(1)
A molecular structure, C21H12N3O12SW at a distorted geometry, computed with ωB97M-V with the def2-TZVPD basis set.

As for the energy relative to the best compared isomer or geometry (same formula, charge and spin): 0.344 eV. As for the spin multiplicity: 1. The net charge is +3. The value obtained for the HOMO energy is -18.20 eV. The calculation puts the LUMO energy at -12.12 eV. The calculation puts the total energy at -2339.02246 Eh.

Geometry as XYZ:
```
50
Properties=species:S:1:pos:R:3:forces:R:3:lowdin_charge:R:1
C 0.578532 3.340646 -1.250675 0.1 0.1 0.0 -0.116
H -0.046657 -3.209152 -4.501800 0.0 0.0 0.0 0.159
O 1.895509 -0.025373 -0.410033 0.0 0.1 0.4 -0.190
C -0.326519 0.236139 4.257919 0.0 -0.1 0.0 0.057
C 2.408608 2.248241 -0.327610 0.0 0.1 0.0 -0.124
H -0.577270 0.127702 6.382905 0.0 0.0 0.0 0.136
O 1.623056 -1.132731 -4.402004 0.0 0.1 0.1 0.279
C -0.566512 -0.428825 5.456131 0.0 0.0 0.0 0.008
C 0.936008 -0.803729 -3.369261 0.0 -0.2 -0.1 -0.375
C -2.505593 -2.856426 -2.181357 0.0 0.0 0.0 0.097
C -1.999043 -1.728292 -1.563085 0.1 0.0 -0.1 -0.132
C -2.654745 -0.868838 -0.534843 0.0 0.1 0.1 -0.401
C -0.600625 -2.834307 -3.650679 0.1 0.1 0.0 0.111
N 0.045955 -1.112766 0.832765 -0.5 0.0 0.3 -0.109
S -0.535981 -2.601961 1.527718 0.6 0.1 -0.1 0.770
H -4.320287 -1.805655 -0.394058 0.0 0.0 0.0 0.176
C -0.782540 -2.579352 4.319028 0.0 0.1 0.0 0.026
O 3.907357 0.545106 0.482569 0.0 0.0 -0.1 0.273
N -0.819037 -1.200381 -1.921966 0.0 0.0 0.1 0.065
H 3.913544 5.799921 -0.115502 0.0 0.0 0.0 0.170
O -1.464730 3.721021 -2.481761 -0.1 0.0 0.0 0.292
H -0.954936 -3.646171 4.353460 0.0 0.0 0.0 0.146
C -0.167601 -1.709545 -2.979024 0.0 0.0 0.1 -0.104
C 2.476637 4.612553 -0.585313 0.0 0.1 0.0 -0.215
H 0.697841 5.460648 -1.514105 0.0 0.0 0.0 0.172
W 0.076096 0.428213 -0.711112 0.3 -0.4 -1.1 2.122
O 0.449322 -3.598954 1.350166 -0.1 -0.1 0.0 -0.184
C 2.897050 0.871353 -0.014021 0.0 -0.1 -0.1 -0.393
O 0.043254 1.035837 1.185038 0.0 -0.1 0.0 -0.074
O -1.986142 0.098407 -0.134872 -0.2 -0.2 0.2 -0.017
H 2.311581 -0.480676 -4.635891 0.0 0.0 0.0 0.197
H -2.145066 -4.332132 -3.703694 0.0 0.0 0.0 0.155
C -0.734210 3.036954 -1.880584 0.0 0.0 -0.2 -0.358
O -0.979473 1.648065 -1.664311 0.0 0.2 0.4 -0.174
N 1.169106 2.211735 -0.830900 0.1 0.3 0.2 -0.017
H -0.957399 -2.291825 6.434528 0.0 0.0 0.0 0.139
H 4.111209 3.396441 0.227430 0.0 0.0 0.0 0.165
O -1.858735 -2.755368 0.999089 -0.2 -0.1 -0.1 -0.238
O -3.863263 -0.990343 -0.128994 0.1 -0.1 0.0 0.286
H -3.448921 -3.287388 -1.871548 0.0 0.0 0.0 0.154
C -0.322077 -0.526281 3.099263 0.0 -0.1 -0.1 -0.121
O 1.079714 0.231665 -2.704495 0.0 0.1 0.0 0.013
C -0.781971 -1.803231 5.484941 0.0 0.0 0.0 0.024
O 3.021134 5.794343 -0.496867 0.0 -0.1 0.0 0.203
C 1.180169 4.559841 -1.155875 0.0 -0.1 0.0 0.167
C -0.048180 -0.166104 1.734523 -0.1 0.3 0.1 -0.403
H -0.142360 1.301324 4.234340 0.0 0.0 0.0 0.141
C 3.105742 3.413798 -0.175522 -0.1 -0.1 -0.1 0.154
C -1.777272 -3.438796 -3.214555 -0.1 0.0 0.0 0.084
C -0.560280 -1.905351 3.144503 0.0 -0.1 0.2 -0.194
```
Positions in Å, forces in eV/Å.


(2)
A molecular structure, C10H37FeHgN4O11 at a distorted geometry, computed with ωB97M-V with the def2-TZVPD basis set.

As for the spin multiplicity: 5. The net charge is +1. The value obtained for the HOMO energy (alpha / beta) is -11.20 / -10.07 eV. The calculation puts the LUMO energy (alpha / beta) at -5.70 / -7.13 eV. The calculation puts the total energy at -2866.49102 Eh.

Geometry as XYZ:
```
64
Properties=species:S:1:pos:R:3:forces:R:3:lowdin_charge:R:1
N -1.861283 -2.393908 -1.116530 -2.5 5.0 3.6 0.192
O -0.703573 -4.273848 -1.299950 2.4 -1.8 2.4 0.084
C 0.499167 -0.514158 0.328820 -0.3 -0.5 0.7 -0.089
C 2.571527 3.951792 -0.128420 0.6 -0.1 -1.7 -0.236
H 2.236667 -4.118078 -0.164380 -0.3 -0.4 -0.3 0.070
H -2.253593 -1.630138 -1.648340 0.1 -0.1 0.4 0.100
H -0.248423 2.466842 3.980370 0.0 0.3 0.4 0.073
O -0.205213 1.956992 3.171410 -0.4 0.5 0.0 -0.073
H 3.251377 5.570702 -1.113940 0.0 -0.5 -0.1 0.092
H 3.387387 -3.333528 0.429100 0.6 0.0 -0.1 0.059
H 0.380797 -2.504578 -3.428280 0.4 0.4 -0.2 0.082
Fe -2.925323 1.535762 -1.441210 0.6 0.5 2.4 0.871
O 1.741817 -2.597988 2.555840 0.0 0.1 1.0 -0.048
O -3.032283 0.008352 3.068940 0.3 0.1 -0.5 -0.154
O -1.234213 1.165562 -0.117940 -2.9 0.1 0.3 -0.459
C -2.642233 -1.242378 2.541350 -0.4 1.9 -1.9 -0.369
H 1.291737 -1.780658 2.342270 0.0 0.1 -0.2 -0.021
O 4.280977 2.762762 -1.508310 -0.6 0.5 0.8 -0.069
H -2.046043 -1.999388 4.269810 1.0 -0.3 0.6 0.098
H -1.157243 -4.118198 -3.531910 -0.4 0.0 0.0 0.125
H -2.180943 -1.135948 1.559520 -0.6 0.4 -0.7 0.068
H -7.077013 3.301072 -0.005560 -0.2 0.2 0.0 0.075
H 0.561787 1.395202 3.282480 0.3 -0.4 -0.3 0.070
C 2.232377 -1.633098 -3.865630 -0.5 0.5 -4.8 -0.777
H 3.298857 1.773512 -0.026010 -1.1 0.1 0.0 0.080
H 0.675567 1.521152 -0.217820 0.8 -0.2 -0.8 0.101
H -3.532923 -1.869378 2.500760 0.1 -0.2 0.2 0.139
H 1.927307 3.903342 -1.006350 -0.3 -0.8 0.0 0.111
H -0.116413 -1.362138 0.028680 0.0 0.0 0.8 0.057
H -5.558453 2.404232 1.505490 0.2 -1.0 -0.2 0.103
H 1.917837 4.012352 0.741700 0.3 -0.7 0.3 0.108
H 4.014397 -0.962598 -3.428960 -0.1 0.1 0.3 0.127
H 4.222177 -0.980468 1.972810 -0.1 -0.2 0.3 0.030
H 1.505497 -1.924368 -2.194520 -1.5 -1.0 0.2 0.075
H -6.357193 2.014582 -0.828280 0.3 0.0 -0.6 0.069
C 3.636107 2.793232 -0.211830 0.0 0.2 0.1 -0.216
N 3.149117 -1.291618 -3.025060 5.8 2.4 1.8 0.156
N 1.279697 -2.132698 -3.156660 -4.2 -1.8 2.6 0.180
H -1.789953 -2.288848 -0.114540 -0.1 -0.2 -0.4 0.095
C -5.104483 2.932312 0.666950 -1.7 1.9 -0.9 -0.437
H 5.105357 2.303952 -1.330810 0.2 0.1 -0.4 0.078
H -0.045313 0.344762 -1.470130 0.7 0.5 -0.5 0.105
O 4.304447 -0.456328 1.176110 -0.3 0.0 -0.3 -0.051
O 3.147757 5.234892 -0.220580 0.7 0.6 0.9 -0.068
H 1.524567 -0.857828 0.192590 0.2 0.6 -0.2 0.068
H 3.150157 -1.498018 -2.036380 0.2 -0.1 -0.4 0.092
O -3.899133 2.504752 0.176330 3.1 -1.9 0.3 -0.433
C -1.539313 -1.799098 3.325780 0.6 -1.3 2.0 -0.075
O 2.556367 -3.225388 -0.033430 -0.1 0.3 0.1 -0.033
C -1.315933 -3.352488 -1.733780 0.2 -3.4 -2.5 -0.833
H -2.490303 -3.050788 -3.393690 0.2 0.0 0.0 0.114
H 5.096657 0.063562 1.311610 0.3 0.1 0.0 0.038
H -1.119453 -2.709438 2.897870 -0.5 -0.3 -0.1 0.098
Hg -2.266353 1.949212 1.946620 -0.5 -1.2 -2.2 1.281
H 1.978157 -2.970838 1.706510 -0.1 -0.1 -0.6 -0.021
C 0.039537 0.661962 -0.430760 0.2 1.2 -1.3 -0.401
O 2.272557 -1.459698 -5.088150 0.0 -0.3 0.8 0.025
N -1.595683 -3.354798 -3.036850 -0.3 0.2 -3.6 0.139
H 0.381187 -0.129588 1.341870 -0.1 -0.9 0.7 0.059
H -5.981713 3.772362 -1.266650 0.5 -0.3 0.0 0.077
H -4.953663 3.918352 1.106350 -0.1 0.5 -0.1 0.101
C -6.138613 3.026562 -0.487380 -0.5 -0.3 1.6 -0.078
H -0.642303 -1.186598 3.416970 -0.4 0.5 0.2 0.066
H 4.395647 2.888762 0.564100 0.1 0.7 0.1 0.109
```
Positions in Å, forces in eV/Å.


(3)
A single C3H6BrClN2 molecule at a distorted geometry, computed with ωB97M-V with the def2-TZVPD basis set.

As for the energy relative to the best compared isomer or geometry (same formula, charge and spin): 0.795 eV. As for the spin multiplicity: 1. The net charge is 0. As for the SMILES: ClN1CCN(Br)C1. The value obtained for the HOMO energy is -9.21 eV. The calculation puts the LUMO energy at 0.16 eV. The calculation puts the total energy at -3261.51494 Eh.

Geometry as XYZ:
```
13
Properties=species:S:1:pos:R:3:forces:R:3:lowdin_charge:R:1
Br 0.840826 0.834599 -2.575998 -0.2 -0.2 0.4 0.692
C -0.293783 1.188725 -0.050872 -3.2 -1.3 1.5 -0.270
H 1.375189 -1.401719 -1.094128 -0.4 1.1 1.3 0.100
C 1.107087 -0.694695 -0.232734 1.5 -1.7 0.9 -0.344
H -0.067558 1.599571 0.946911 0.4 0.4 -0.6 0.113
Cl 0.149076 -1.433316 2.154654 0.1 -0.2 -0.1 0.573
H 2.058805 -0.685816 0.526608 -2.5 -0.2 -1.5 0.135
H -0.999667 1.830560 -0.630798 1.4 -0.1 0.2 0.110
C -1.167501 -0.094993 0.323737 -0.3 -0.6 1.4 -0.263
H -1.815174 -0.100041 1.288079 1.3 0.6 -1.6 0.113
N 0.860679 0.642655 -0.686568 0.7 0.8 -1.1 -0.557
H -1.850903 -0.474951 -0.412333 -0.3 0.5 -1.0 0.088
N -0.197078 -1.210577 0.443441 1.6 0.7 0.2 -0.489
```
Positions in Å, forces in eV/Å.


(4)
2 unconnected molecules or ions with the total composition CH4OP2 at a distorted geometry, computed with ωB97M-V with the def2-TZVPD basis set.

As for the energy relative to the best compared isomer or geometry (same formula, charge and spin): 3.247 eV. As for the spin multiplicity: 1. The net charge is 0. The value obtained for the HOMO energy (alpha / beta) is -8.09 / -7.61 eV. The calculation puts the LUMO energy (alpha / beta) at -0.29 / -0.74 eV. The calculation puts the total energy at -798.29677 Eh.

Geometry as XYZ:
```
8
Properties=species:S:1:pos:R:3:forces:R:3:lowdin_charge:R:1
H -1.535499 0.150751 1.309361 0.2 0.4 0.4 -0.082
H 0.531500 -2.293220 -1.126147 -0.5 -0.6 -1.7 -0.281
H -1.613209 2.292916 0.834132 1.3 -1.4 1.0 -0.029
P 1.191965 -1.728680 -0.103940 -0.9 1.3 2.8 0.591
O -0.258983 1.287560 -1.366758 -0.1 0.0 0.1 0.011
C -0.211111 0.775656 -0.320740 1.6 -1.1 -1.7 -0.718
P -0.587680 1.227204 1.348729 -2.1 1.2 0.1 0.771
H 2.483017 -1.712188 -0.574640 0.7 0.2 -0.9 -0.264
```
Positions in Å, forces in eV/Å.


(5)
2 unconnected molecules or ions with the total composition C3H7OS at a distorted geometry, computed with ωB97M-V with the def2-TZVPD basis set.

As for the energy relative to the best compared isomer or geometry (same formula, charge and spin): 0.956 eV. As for the spin multiplicity: 1. The net charge is -1. The value obtained for the HOMO energy is -2.71 eV. The calculation puts the LUMO energy at 4.19 eV. The calculation puts the total energy at -591.93314 Eh.

Geometry as XYZ:
```
12
Properties=species:S:1:pos:R:3:forces:R:3:lowdin_charge:R:1
C 0.549905 2.429644 -1.684061 0.5 0.4 -0.5 -0.036
H 0.411732 2.574505 -2.750182 -0.1 -0.4 0.0 0.032
O 0.851478 0.072608 -1.702847 -0.3 0.2 0.8 -0.068
C 0.796795 1.268143 -1.077778 -0.1 1.2 -0.5 -0.376
H -0.655357 -2.665805 2.840857 0.4 0.2 -0.2 -0.015
S -0.079160 -0.784805 1.270929 0.3 0.2 0.2 0.181
H -0.988241 -2.970338 1.134862 -0.5 -0.2 0.1 -0.025
C -1.019096 -2.206837 1.911025 0.1 0.0 0.1 -0.711
H 0.636532 3.358496 -1.136007 -0.1 -0.1 0.3 0.025
H -2.026060 -1.881944 2.175942 -0.3 -0.2 -0.4 -0.025
H 0.571170 -0.535547 -0.976176 0.1 -0.5 0.0 -0.031
H 0.950304 1.341880 -0.006561 0.0 -0.7 0.1 0.049
```
Positions in Å, forces in eV/Å.


(6)
A single C18H29NO molecule, computed with ωB97M-V with the def2-TZVPD basis set.

As for the energy relative to the best compared isomer or geometry (same formula, charge and spin): 0.000 eV. As for the spin multiplicity: 1. The net charge is 0. As for the SMILES: COc1ccc(CC[C@H](C)NCC2CCCCC2)cc1. The value obtained for the HOMO energy is -8.26 eV. The calculation puts the LUMO energy at 0.87 eV. The calculation puts the total energy at -833.27268 Eh.

Geometry as XYZ:
```
49
Properties=species:S:1:pos:R:3:forces:R:3:lowdin_charge:R:1
C 4.345662 -0.315038 0.462934 -0.3 -0.1 0.3 -0.177
C -2.379906 0.092988 0.440846 0.1 -0.2 -0.1 -0.249
C 2.528337 -1.237253 -0.973533 -0.2 0.0 0.3 -0.177
C 2.924865 -0.083536 -0.051385 0.2 0.3 -0.4 -0.327
C -4.261555 -0.714188 -0.845524 -0.4 -0.1 -0.1 -0.021
H 3.321508 1.202501 -1.742733 0.2 0.0 0.1 0.123
C 4.451423 -1.651789 1.192186 0.2 0.0 -0.2 -0.205
H -1.112767 2.087640 -0.861260 -0.1 0.1 -0.1 0.126
H 4.631598 0.495726 1.137284 0.0 0.1 0.0 0.114
C 2.818199 1.275472 -0.772651 0.1 -0.2 0.1 -0.195
H 1.228918 1.959672 1.079395 0.0 0.0 -0.1 0.136
C -5.110641 -0.494494 0.231684 0.1 0.1 0.1 -0.280
C 4.035252 -2.798544 0.276446 -0.2 0.0 0.3 -0.211
H -0.572471 0.302559 1.559965 0.1 -0.1 0.0 0.120
H 4.725598 -2.855673 -0.568457 0.1 -0.1 0.0 0.113
O -6.451496 -0.748092 0.238737 0.2 0.1 0.2 -0.088
H 0.415910 4.222723 -0.797901 -0.1 0.0 -0.1 0.078
H -6.614915 -2.243864 -1.191188 0.0 0.0 0.0 0.094
H 1.510706 -1.095181 -1.346680 0.0 0.0 -0.1 0.098
N 1.475338 1.754918 -1.014756 -0.4 -0.2 -0.2 -0.032
H -6.934843 -0.584868 -1.773214 0.0 0.0 0.0 0.095
H -5.251960 0.188095 2.244825 -0.1 0.0 0.1 0.117
H -0.345495 -0.206697 -0.117583 0.1 -0.1 0.1 0.096
H -2.847135 0.710643 2.436975 0.0 0.0 0.1 0.115
C 2.619205 -2.573921 -0.243737 0.2 -0.1 -0.3 -0.203
H 3.197181 -1.249358 -1.838094 0.0 0.0 -0.1 0.122
H 5.475840 -1.804501 1.538814 0.0 0.0 0.1 0.107
C -3.239247 0.311727 1.512503 -0.1 -0.1 -0.1 -0.036
C -2.913168 -0.418674 -0.731253 0.1 0.1 0.2 -0.036
H 4.088501 -3.745883 0.817167 0.1 0.0 -0.1 0.107
C 0.776610 2.313319 0.137997 -0.2 0.5 -0.1 -0.424
H -2.266435 -0.597283 -1.579082 0.1 0.0 -0.1 0.115
H 0.923175 1.034555 -1.462848 0.0 0.0 0.0 0.092
C -0.701437 1.913163 0.135655 0.5 -0.2 0.2 -0.153
C -4.582899 0.022943 1.415066 -0.2 -0.1 -0.1 -0.002
H -1.245950 2.551552 0.833829 -0.1 0.1 0.0 0.120
H 2.243936 -0.074069 0.808195 0.0 0.0 0.0 0.135
C 0.915089 3.838382 0.087162 0.0 -0.4 0.2 -0.062
H 3.800762 -1.636772 2.070093 0.0 0.0 0.1 0.114
H 0.477170 4.295435 0.970978 0.0 0.1 0.1 0.072
H -8.097237 -1.392545 -0.692927 0.1 0.0 -0.1 0.092
H 5.038247 -0.304831 -0.382293 0.1 0.0 -0.1 0.122
H 2.336041 -3.385305 -0.918143 -0.1 0.0 0.1 0.108
C -7.040546 -1.270362 -0.925715 -0.1 -0.1 -0.2 -0.096
H -4.632778 -1.114200 -1.776142 -0.1 0.0 -0.1 0.101
C -0.924675 0.449027 0.536084 -0.1 0.3 -0.1 -0.158
H 1.918970 -2.577797 0.595536 -0.1 0.0 0.0 0.114
H 3.338734 2.037780 -0.186632 0.1 0.0 0.0 0.117
H 1.964777 4.113882 0.033388 0.1 0.1 0.0 0.068
```
Positions in Å, forces in eV/Å.